#i
44
Properties=species:S:1:pos:R:3 method="wB97M-V/def2-TZVPD" homo_lumo_gap_ev=8.4095 homo_ev=-6.4 charge=-1
O -1.64703 -4.05161 0.70171
H -1.01984 -3.64138 1.42737
H 1.51461 -2.05725 -3.86365
O -2.02176 -1.21526 -0.32063
H -1.18372 -0.44721 -0.46884
H -1.93633 -2.12615 -0.59951
O 1.09278 -2.33158 -3.03645
H -2.47650 -0.60279 1.41655
H 0.29928 0.32915 -0.35108
O 3.05217 3.28908 -0.31967
H -3.00973 3.07295 -0.35835
H 2.73382 4.19920 -0.45420
O -3.83515 0.62446 -1.53665
H -4.05005 0.02382 -2.29420
H -0.39741 2.65309 3.92357
O 0.35153 -1.91270 2.44886
H 1.19257 1.00711 4.31630
H 0.81343 -1.18117 2.02414
O -3.29358 -0.14770 1.70650
H -3.17703 0.05525 -1.22649
H -3.86286 -0.53177 2.33085
O 1.01903 2.19571 -2.04119
H 0.21911 2.59237 -2.46402
H -2.46132 -3.90506 1.23903
O -2.40594 3.46009 -1.00582
H -1.75284 2.74890 -0.80674
H 1.61680 -1.95138 -2.33919
O 2.03669 1.12051 3.90753
H 2.25387 2.75413 -0.45555
O 3.26614 0.50507 -3.19642
H 4.00281 0.84957 -3.78762
H 1.59975 1.32036 3.04549
O 4.88705 -0.69296 1.97128
H 3.87331 -0.55460 2.02135
H 5.25129 -0.04417 1.31945
O -0.53059 1.92662 4.48263
H -1.14675 1.30506 3.94149
H 0.48090 1.27644 -1.57693
O -0.36057 0.42311 -1.09205
H 0.43954 -1.71777 3.35586
H 2.58536 1.16262 -3.22603
O -1.65103 -3.59680 -3.04598
H -0.72995 -3.34054 -3.35861
H -1.63188 -2.84479 -2.35409



#ii
44
Properties=species:S:1:pos:R:3 method="wB97M-V/def2-TZVPD" homo_lumo_gap_ev=10.1550 homo_ev=-7.9 charge=-1
O 1.00684 -3.37775 -2.94807
H 1.51299 -3.66474 -2.12500
H 4.31160 -0.77937 -0.23858
O -1.90261 0.67555 0.14807
H -0.81721 0.38464 0.28177
H 1.79590 -0.86533 0.26633
O 5.26013 -0.87264 -0.42576
H 0.31016 1.62953 -0.66168
H -0.77006 -3.01822 4.29832
O -2.00285 0.17874 -2.84516
H -0.72980 3.59299 -1.46026
H -1.66361 0.47439 -2.01820
O -4.45716 0.26642 0.66911
H -3.52978 0.06271 0.46714
H -0.11072 -0.85258 0.82174
O 1.25764 0.77543 2.71328
H -1.08851 3.20978 2.79924
H 1.24625 1.72614 2.59568
O 0.42708 2.10393 -1.49819
H -4.58338 -0.02684 1.54276
H -1.80568 1.47735 -0.40034
O 1.56818 -1.51948 3.86568
H 1.76842 -0.54033 3.83230
H 0.61068 -2.62030 -2.58154
O -0.72253 4.53711 -1.32552
H -0.18065 4.92894 -2.02199
H 5.36292 -1.81161 -0.43398
O -1.90144 2.66943 2.79419
H -2.31375 0.89996 -3.34346
O -4.68768 -2.11018 -2.26910
H -4.45975 -2.24014 -1.32162
H -1.66050 1.98435 2.19706
O 3.64814 0.93746 -3.24596
H 4.00032 0.50868 -2.40767
H 2.73692 0.87014 -3.06423
O 0.40240 -0.12289 0.53805
H 0.66525 1.58755 -2.30827
H 1.04995 -1.73118 3.11097
O -0.63722 -2.95501 3.31414
H 1.33231 0.42467 1.74737
H -4.32328 -1.28072 -2.56558
O 2.74591 -1.30995 0.34752
H -0.95678 -2.08444 3.01261
H 2.79836 -1.25485 1.36183



Energies relative to the minimum, kJ/mol: #i 148.4; #ii 0.0



#i
12
Properties=species:S:1:pos:R:3 method="wB97M-V/def2-TZVPD" homo_lumo_gap_ev=9.5372 homo_ev=-8.6
C 1.60670 0.59987 0.78541
N 0.77338 1.13869 -0.00905
C -0.32550 0.33756 -0.35712
C -0.45361 0.04682 -1.65999
C -1.09203 -0.53246 0.66432
H 1.48923 -0.45546 1.04510
H 2.47242 1.10194 1.20902
H 0.08262 0.78671 -2.25916
H -0.64831 -0.91723 -2.11564
H -2.08850 -0.08581 0.62163
H -0.67118 -0.43045 1.66253
H -1.14522 -1.59016 0.41295



#ii
12
Properties=species:S:1:pos:R:3 method="wB97M-V/def2-TZVPD" homo_lumo_gap_ev=5.8558 homo_ev=-7.2
N -1.87991 1.24011 -0.39021
C -0.72408 0.66975 0.36849
C -0.23212 -0.51653 -0.52146
C 1.03875 -1.02040 -0.29157
C 1.90169 -0.60581 0.70173
H -2.70790 1.45330 0.17756
H -0.56481 0.45635 1.42528
H -0.60882 1.72969 0.04675
H -0.90320 -0.81051 -1.29792
H 1.37779 -1.76204 -1.03779
H 2.91837 -1.07617 0.49356
H 1.74244 0.16661 1.38095



#iii
12
Properties=species:S:1:pos:R:3 method="wB97M-V/def2-TZVPD" homo_lumo_gap_ev=8.9236 homo_ev=-8.5
C -2.14622 0.43057 -1.26655
N -1.63604 0.93618 -0.15414
C -0.49714 0.42212 0.54541
C 0.76803 0.24896 -0.06006
C 1.85081 -0.41665 0.71874
H -1.71572 -0.63247 -1.47349
H -3.22418 0.61894 -1.35777
H -0.55432 -0.05491 1.57254
H 0.75051 0.13179 -1.12211
H 2.11691 -1.34462 0.18060
H 2.66933 0.26725 0.70031
H 1.61804 -0.60715 1.71652



Energies relative to the minimum, kJ/mol: #i 0.0; #ii 419.4; #iii 75.1



#i
19
Properties=species:S:1:pos:R:3 method="wB97M-V/def2-TZVPD" homo_lumo_gap_ev="7.8840 / 7.8856" homo_ev="-13.3 / -13.3" charge=+1
C -1.21234 -0.27981 -0.39820
C 0.11979 0.08330 -0.93317
C -0.34436 1.20488 0.85369
C 1.48319 -2.12137 -1.12909
C -2.33978 -0.00590 1.63643
C 1.88629 1.52213 -0.16465
N 0.51169 -1.34632 -1.55516
N -1.31679 0.28510 0.74567
N 0.72048 0.80378 0.24878
H -1.78606 -1.05079 -0.76770
H 0.30067 0.91589 -1.70848
H 1.51077 -3.13906 -1.53449
H 2.15016 -2.03091 -0.27120
H -3.34290 0.69752 1.47583
H -2.82668 -1.02763 1.41924
H -2.11815 0.19124 2.72113
H 2.65464 0.92803 -0.61343
H 1.58205 2.29815 -0.78585
H 2.36733 2.07176 0.76064



#ii
19
Properties=species:S:1:pos:R:3 method="wB97M-V/def2-TZVPD" homo_lumo_gap_ev=8.9492 homo_ev=-13.9 charge=+1
C -0.96257 -1.39330 -1.57683
C -1.59065 -0.11699 -1.11297
C -0.85789 0.35339 0.19389
C -1.11681 -0.49545 1.50351
C -0.17621 1.36745 0.16364
N 0.36993 2.45520 0.29149
N 1.63714 2.33886 0.31416
C 2.16888 1.28221 0.36556
N 3.14088 0.56770 0.63275
H -1.12651 -2.27459 -0.93879
H -1.35966 -1.67019 -2.57473
H 0.23614 -1.22344 -1.64815
H -2.63378 -0.24611 -0.87306
H -1.36736 0.57892 -1.87040
H -0.20176 -0.55265 2.09283
H -1.78307 0.08191 2.18037
H -1.53188 -1.45098 1.10805
H 3.28607 0.44691 1.63377
H 3.86912 -0.04885 0.11490



#iii
19
Properties=species:S:1:pos:R:3 method="wB97M-V/def2-TZVPD" homo_lumo_gap_ev=8.9805 homo_ev=-13.6 charge=+1
C -1.40182 0.70934 -1.72027
C 0.44957 -0.65925 0.53848
C 1.10598 1.09183 -1.93813
C 1.92676 0.09051 -1.08842
C -1.49526 -0.41708 1.91844
C -2.26127 -0.74531 0.71312
N -0.24868 0.85761 -1.83630
N 1.38408 0.13525 0.25360
N -0.22489 -0.33619 1.70760
H 1.31060 2.22321 -1.79610
H 1.37402 1.01249 -2.94032
H 1.66300 -0.90265 -1.38268
H 2.90081 0.45790 -1.11296
H -2.20724 -0.24115 2.78259
H -1.62097 -1.51833 0.07355
H -2.36758 0.13577 0.01351
H -3.38725 -0.94368 0.97626
H 1.75999 0.92398 0.81922
H 0.45055 -0.20446 2.57170



#iv
19
Properties=species:S:1:pos:R:3 method="wB97M-V/def2-TZVPD" homo_lumo_gap_ev=8.1582 homo_ev=-13.0 charge=+1
C -1.54453 0.16306 0.54028
C -0.62444 1.10654 1.00453
C 1.13834 0.00394 -0.07581
C 0.29363 -1.00282 -0.59190
C -1.03843 -0.82000 -0.23141
C 1.58114 2.02602 1.14791
N 0.66572 1.00179 0.68030
N 0.67869 -2.02779 -1.34296
N -2.33940 -2.58703 -1.24523
H -2.58596 0.24453 0.80038
H -0.93179 1.93814 1.61544
H 2.19600 -0.00610 -0.29179
H 2.59309 1.63418 1.21753
H 1.58014 2.87110 0.45621
H 1.27208 2.38614 2.12654
H 1.63823 -2.19100 -1.59189
H -0.04618 -2.69042 -1.58734
H -2.70948 -2.00156 -1.99552
H -3.04365 -2.64338 -0.51221



Energies relative to the minimum, kJ/mol: #i 254.0; #ii 288.1; #iii 147.7; #iv 0.0



#i
19
Properties=species:S:1:pos:R:3 method="wB97M-V/def2-TZVPD" homo_lumo_gap_ev=10.7447 homo_ev=-13.4 charge=+1
C 1.18292 0.50872 3.23394
C 1.84684 -0.36186 2.46734
C 0.13050 0.29568 1.22141
C 0.00541 1.15710 -1.64444
C -0.51383 0.02688 -1.95770
C -0.55557 -1.47507 -2.07273
N 0.17131 0.90749 2.38410
N 1.29729 -0.38796 1.20548
N -1.36109 -0.55100 -1.09111
H 1.33232 0.89858 4.17515
H 2.83092 -0.99428 2.52514
H 0.74787 1.53631 -2.40359
H -0.42422 1.72709 -0.82725
H -1.21462 -1.95197 -2.92629
H 0.31832 -2.06301 -1.75965
H 1.59000 -1.14947 0.54786
H -2.28051 -0.58601 -1.34721
H -0.91555 0.03985 0.08788
H -0.60795 1.52064 2.60099



#ii
19
Properties=species:S:1:pos:R:3 method="wB97M-V/def2-TZVPD" homo_lumo_gap_ev=7.5515 homo_ev=-12.2 charge=+1
C -4.02215 -0.63439 -0.07811
C -3.16289 1.62781 -0.19717
C 1.00637 -0.27179 -0.14726
C -2.93943 0.31619 -0.08161
C 3.01906 0.86409 0.72007
C 3.07115 -1.24155 -0.67648
N -4.88978 -1.38456 0.05764
N 2.29504 -0.11411 -0.15602
N -0.11908 -0.19307 -0.19418
H -2.29337 2.37122 -0.16568
H -4.09596 1.93817 -0.06171
H -5.45174 -2.15347 0.44517
H 3.79099 1.47504 0.31653
H 2.31647 1.75773 0.90255
H 3.50320 0.24145 1.51143
H 2.39203 -2.04708 -0.99321
H 3.76433 -0.85794 -1.48498
H 3.69756 -1.47401 0.21906
H -1.88180 -0.21972 0.06395



Energies relative to the minimum, kJ/mol: #i 42.6; #ii 0.0



#i
14
Properties=species:S:1:pos:R:3 method="wB97M-V/def2-TZVPD" homo_lumo_gap_ev="9.7811 / 9.7821" homo_ev="-14.1 / -14.1" charge=+1
C -3.07070 -0.07973 0.21790
C 1.36921 -0.26861 -0.51546
C 1.35449 1.15759 -0.01745
N 1.52900 -1.31208 0.26189
O -1.97287 0.32365 -0.14790
O -0.93856 -0.57769 -0.26863
H -3.67202 0.76482 0.54835
H -3.15578 -1.13399 0.49298
H 1.17901 -0.20732 -1.54724
H 1.37808 1.24786 1.05564
H 0.49096 1.70332 -0.44982
H 2.18969 1.87147 -0.47494
H 1.91389 -1.32318 1.16706
H 1.40560 -2.16610 -0.32238



#ii
14
Properties=species:S:1:pos:R:3 method="wB97M-V/def2-TZVPD" homo_lumo_gap_ev=10.3879 homo_ev=-15.4 charge=+1
C -0.72896 -1.38509 0.98881
N -0.40140 -1.11900 -0.53819
C 0.28992 -0.05402 -0.98891
O 1.38150 -0.13764 -1.57066
C -0.12121 1.22035 -0.22198
O 0.94358 1.88973 0.31635
H 0.04951 -2.13825 1.36093
H -0.81428 -0.48226 1.64677
H -1.70010 -1.87881 0.99526
H -0.33456 -2.01974 -1.02508
H 2.06240 0.57318 -1.52643
H -0.53880 2.03606 -0.73233
H -0.76466 0.91332 0.65018
H 0.67706 2.58216 0.64529



Energies relative to the minimum, kJ/mol: #i 240.9; #ii 0.0



#i
12
Properties=species:S:1:pos:R:3 method="wB97M-V/def2-TZVPD" homo_lumo_gap_ev=10.5401 homo_ev=-14.2 charge=+1
N -1.96153 -0.64786 0.25018
C -0.69845 -0.56043 -0.33615
O 0.55463 -1.26663 0.14471
C 0.36040 0.06093 0.46913
N 1.62342 0.94367 -0.27198
H -1.93625 -1.05720 1.12587
H -2.80855 -0.81325 -0.31813
H -0.66936 -0.36951 -1.40984
H 0.30986 0.40297 1.55575
H 1.34251 1.03231 -1.23792
H 2.39081 0.35894 0.01726
H 1.49249 1.91608 0.01111



#ii
12
Properties=species:S:1:pos:R:3 method="wB97M-V/def2-TZVPD" homo_lumo_gap_ev=11.4764 homo_ev=-15.1 charge=+1
C -1.43466 0.22564 -0.03226
N -0.10636 -0.25061 -0.02908
O 0.00999 -1.61971 0.04768
C 0.97063 0.46693 0.02729
N 2.16355 -0.02043 -0.03830
H -1.93087 -0.41787 -0.86223
H -1.53806 1.27614 -0.46118
H -1.77951 0.11836 1.05014
H -0.40251 -2.08266 -0.69254
H 0.74287 1.53927 0.32372
H 2.93721 0.51862 -0.19161
H 2.33811 -1.05154 -0.12435



#iii
12
Properties=species:S:1:pos:R:3 method="wB97M-V/def2-TZVPD" homo_lumo_gap_ev=9.9060 homo_ev=-13.5 charge=+1
C -0.86695 -0.53011 -0.01502
C 1.32681 0.43193 0.03683
N 0.56520 -0.66779 0.00509
N -1.19221 0.92436 -0.02112
O 2.59859 0.27459 0.06721
H -1.29320 -0.99038 -0.91789
H -1.32164 -0.99770 0.86792
H -0.75802 1.38433 0.80029
H 0.92190 -1.62698 -0.01437
H -0.72914 1.35178 -0.84066
H -2.20836 1.08416 -0.03809
H 2.95703 -0.63819 0.06978



#iv
12
Properties=species:S:1:pos:R:3 method="wB97M-V/def2-TZVPD" homo_lumo_gap_ev=9.8975 homo_ev=-14.4 charge=+1
C -0.84652 -0.04394 1.84915
N -0.38394 -1.21830 2.03073
H -1.93928 0.09034 1.86996
H -0.37073 0.84261 1.45639
H 0.59731 -1.45988 2.11091
H -0.96335 -2.02639 2.22236
C 0.26500 0.88316 -1.28876
N 0.94596 0.39673 -2.32416
O 0.02111 0.13722 -0.32096
H 0.01599 1.94395 -1.14135
H 0.98652 0.93938 -3.17658
H 1.05198 -0.59774 -2.44528



Energies relative to the minimum, kJ/mol: #i 156.8; #ii 126.6; #iii 107.2; #iv 0.0